C13H8FNO5 | ωB97M-V/def2-TZVPD

Properties
Strongest force on any atom in hartree/bohr: 0.08866
Spin multiplicity: 1
Electronic energy in eV: -28048.3322
Gap between HOMO and LUMO in hartree: 0.28679
LUMO energy in eV: -1.7

Geometry (Å):
1 F -3.322 -1.389 1.445
2 O 3.055 -0.236 2.092
3 O -3.393 1.623 -1.152
4 O 4.241 2.206 -0.206
5 O 0.270 -0.341 -2.530
6 O 4.495 0.085 -0.398
7 N 4.872 1.311 0.206
8 C 3.102 -0.097 -0.307
9 C 0.068 -0.594 -0.101
10 C -2.327 -0.819 -1.171
11 C 0.898 -0.591 1.141
12 C 2.339 -0.096 -1.427
13 C 0.255 -0.833 2.429
14 C 2.417 -0.301 1.061
15 C -1.177 -1.124 2.580
16 C 0.792 -0.338 -1.434
17 C -1.359 -0.840 0.056
18 C -2.319 0.778 -1.682
19 C -1.999 1.852 -0.512
20 C -1.983 -1.124 1.366
21 H -1.668 -1.330 3.560
22 H -3.380 -1.027 -0.868
23 H 2.864 0.076 -2.404
24 H -1.967 -1.412 -2.044
25 H -2.261 1.620 0.540
26 H -1.895 0.998 -2.729
27 H -1.468 2.751 -0.894
28 H 0.849 -0.809 3.379

Force components x, y, z for each atom (eV/Å):
1.53 0.34 -0.17
-0.11 0.08 -0.77
2.85 -0.45 -1.07
0.28 -0.50 0.75
-0.15 -0.01 0.88
-1.92 -1.38 0.73
0.41 1.78 -0.42
-1.52 -0.19 -1.13
-0.02 -0.34 2.83
0.48 2.81 -0.34
-2.02 -0.13 -0.83
0.19 -0.07 0.71
-0.81 -0.13 -0.66
-0.01 -0.17 0.78
0.55 0.52 -2.63
0.98 -0.16 -0.07
-0.60 -0.94 0.04
0.18 0.56 3.13
-2.95 -1.63 -3.07
2.91 0.44 0.10
0.69 0.24 -0.94
1.00 -0.09 -0.33
-0.98 -0.22 0.91
-0.34 0.23 0.96
1.39 0.19 -0.72
-0.97 -0.27 1.76
-0.65 -0.51 0.82
-0.40 0.00 -1.26

In the natural (NBO) picture, each atom carries the following charge in e: atom 1 (F): -0.316, atom 2 (O): -0.497, atom 3 (O): -0.527, atom 4 (O): -0.237, atom 5 (O): -0.510, atom 6 (O): -0.402, atom 7 (N): 0.424, atom 8 (C): 0.200, atom 9 (C): -0.144, atom 10 (C): -0.476, atom 11 (C): -0.037, atom 12 (C): -0.256, atom 13 (C): -0.195, atom 14 (C): 0.474, atom 15 (C): -0.248, atom 16 (C): 0.536, atom 17 (C): -0.003, atom 18 (C): 0.086, atom 19 (C): -0.178, atom 20 (C): 0.403, atom 21 (H): 0.248, atom 22 (H): 0.251, atom 23 (H): 0.252, atom 24 (H): 0.252, atom 25 (H): 0.220, atom 26 (H): 0.221, atom 27 (H): 0.205, atom 28 (H): 0.251